No. 1
The following is a quantum chemistry calculation of C2H4NPS in the gas phase, from OMol25.

LUMO level, eV: -0.3
HOMO level, eV: -9.1
2S+1: 1

```
9
Properties=species:S:1:pos:R:3:forces:R:3:lowdin_charge:R:1
C 0.0477 -0.0102 -0.8169 -1.1 -1.4 -1.5 -0.47
C -0.6810 -0.2631 0.4700 -1.2 -0.6 1.6 -0.61
S 0.5898 -0.3490 1.7749 0.8 1.3 -0.6 0.45
P 1.7584 1.2157 0.6019 -0.8 -0.8 1.0 0.70
N 0.9466 1.0610 -0.7003 1.1 1.4 0.0 -0.43
H 0.7373 -0.8751 -0.9719 -0.8 0.0 -0.2 0.11
H -0.6359 0.0909 -1.7092 0.6 -0.1 0.9 0.12
H -1.5590 0.3379 0.7941 1.0 0.8 -0.5 0.08
H -1.2039 -1.2081 0.5573 0.4 -0.8 -0.7 0.05
```
Forces are in eV/Å.

=====

No. 2
The following is a quantum chemistry calculation of a molecular structure, C2H4NPS, from OMol25.

LUMO level (spin up / spin down), eV: -1.4 / -1.4
HOMO level (spin up / spin down), eV: -8.8 / -8.3
2S+1: 1

```
9
Properties=species:S:1:pos:R:3:forces:R:3:lowdin_charge:R:1
C 0.2588 0.0888 -0.7893 0.3 -1.9 0.6 -0.19
C -0.8330 0.6980 -0.0026 -1.9 1.8 -2.8 -0.21
N 0.3906 0.4940 0.6151 1.2 0.8 -0.2 -0.57
P 1.1666 -0.1546 1.8576 -0.5 -3.0 -0.2 0.74
S 0.6280 -2.7069 1.0678 0.6 2.0 1.0 -0.15
H 0.2831 -0.9843 -0.9454 0.0 0.0 0.2 0.03
H 0.8342 0.6572 -1.4834 0.1 0.6 -0.4 0.10
H -0.9239 1.6595 -0.5654 -0.5 0.0 1.6 0.12
H -1.8046 0.2483 0.2455 0.8 -0.3 0.2 0.12
```
Forces are in eV/Å.

=====

No. 3
The following is a quantum chemistry calculation of 2 unconnected molecules or ions with the total composition C2H4NPS, from OMol25.

LUMO level (spin up / spin down), eV: -1.9 / -1.5
HOMO level (spin up / spin down), eV: -7.9 / -7.8
2S+1: 1

```
9
Properties=species:S:1:pos:R:3:forces:R:3:lowdin_charge:R:1
C 0.1855 -0.2777 0.6995 0.0 -0.9 -1.4 -0.19
C 1.1256 0.4521 -0.2005 1.3 -2.5 -2.0 -0.15
N -0.2331 0.6499 -0.2774 -3.5 2.1 -0.3 -0.60
P -1.4786 1.1902 -1.1571 0.1 -1.9 0.9 0.85
S -2.5417 -1.7931 -0.3351 0.1 1.1 -0.5 -0.23
H -0.2015 -1.2351 0.4698 0.1 -1.2 -0.7 -0.02
H 0.0271 -0.1500 1.7136 0.1 1.3 1.9 0.09
H 1.6448 1.2348 0.2370 1.4 1.3 0.4 0.09
H 1.4718 -0.0711 -1.1498 0.3 0.7 1.6 0.15
```
Forces are in eV/Å.

=====

No. 4
The following is a quantum chemistry calculation of 2 unconnected molecules or ions with the total composition C2H4NS, from OMol25.

LUMO level, eV: -5.0
HOMO level, eV: -14.8
2S+1: 1
Net charge: +1

```
8
Properties=species:S:1:pos:R:3:forces:R:3:lowdin_charge:R:1
C -0.6189 0.5277 -0.3940 -0.8 -0.1 -2.1 -0.42
C -0.4853 -0.4552 0.6433 1.2 -4.9 -0.5 -0.45
N 0.7218 -0.0242 -0.1420 0.6 -1.8 -2.3 0.02
S -0.9055 1.1556 1.3053 0.0 -0.6 -0.6 1.02
H -0.9118 0.7362 -1.4955 -0.2 -0.5 2.4 0.19
H -0.2939 -1.9000 0.7206 -1.7 4.8 0.2 0.30
H 1.1998 -0.7047 -0.8516 -1.4 1.5 1.5 0.23
H 1.2938 0.6647 0.2138 2.2 1.6 1.4 0.10
```
Forces are in eV/Å.

=====

No. 5
The following is a quantum chemistry calculation of a molecular structure, C2H4NS3, from OMol25.

LUMO level (spin up / spin down), eV: -7.2 / -7.2
HOMO level (spin up / spin down), eV: -12.6 / -12.6
2S+1: 1
Net charge: +1

```
10
Properties=species:S:1:pos:R:3:forces:R:3:lowdin_charge:R:1
C 0.1085 -0.3708 0.2176 -1.1 -2.5 2.7 -0.26
C -0.6115 0.7666 0.3056 3.0 -0.8 -2.4 -1.12
N 1.3205 -0.6761 -0.6041 0.2 -0.4 1.1 0.13
S -0.1016 1.9740 -0.8094 -1.4 0.9 0.5 0.65
S -3.5326 0.4397 1.1870 0.2 -0.1 -0.3 0.41
S -1.9868 1.4916 1.1127 0.5 0.3 -0.1 0.50
H -0.0192 -1.3066 0.7955 -0.7 1.0 0.0 0.12
H 1.0491 -0.6813 -1.6176 0.8 -0.3 0.8 0.18
H 1.6597 -1.6174 -0.1541 -0.7 1.9 -1.9 0.21
H 2.1139 -0.0198 -0.4333 -0.7 0.0 -0.5 0.17
```
Forces are in eV/Å.

=====

No. 6
The following is a quantum chemistry calculation of 2 unconnected molecules or ions with the total composition C2H4O2, from OMol25.

LUMO level, eV: 0.6
HOMO level, eV: -10.3
2S+1: 1

```
8
Properties=species:S:1:pos:R:3:forces:R:3:lowdin_charge:R:1
C 0.5340 3.6107 2.7695 -1.7 0.3 -3.3 -0.10
O -0.2654 3.7863 1.8157 2.3 -0.5 3.6 -0.06
H 0.2677 3.6116 3.8533 -0.2 0.1 -0.6 0.08
H 1.6023 3.4130 2.5141 -0.4 0.1 0.3 0.08
C -0.5002 -3.6158 -2.7714 -2.5 1.8 0.1 -0.12
O -1.3725 -2.8019 -3.1200 2.5 -2.2 0.7 -0.04
H 0.4154 -3.2890 -2.2233 -0.3 -0.1 -0.5 0.08
H -0.6814 -4.7150 -2.8379 0.2 0.5 -0.3 0.08
```
Forces are in eV/Å.